C18H10F6N3O8PdS5Se as an isolated structure, computed with ωB97M-V/def2-TZVPD.

Atoms and positions in Å:
Pd -0.0956 0.3430 -0.8449
F -5.2993 2.1122 -0.6832
C -4.4227 2.5601 -1.5784
F -4.9675 2.4685 -2.7905
F -4.1783 3.8481 -1.3214
S -2.8218 1.6363 -1.4988
O -2.2494 1.9565 -0.2198
O -2.0899 2.0028 -2.6711
N -3.4143 0.1623 -1.5455
S -2.4160 -1.0259 -1.3680
O -1.9066 -1.2058 -0.0241
O -1.3819 -1.1089 -2.3869
C -3.5751 -2.4300 -1.6751
F -3.9586 -2.4537 -2.9477
F -4.6525 -2.3307 -0.9022
F -2.9464 -3.5671 -1.3929
Se 2.0739 -0.6468 -1.5829
O 0.7535 1.5208 0.7890
C 1.0603 2.4457 -0.0148
O 0.9665 2.2700 -1.2589
C 1.5263 3.7600 0.5067
C 1.6650 3.9482 1.8751
C 2.0887 5.1711 2.3977
C 2.3563 6.1668 1.4902
O 2.7750 7.4488 1.7393
C 2.9267 8.0676 0.4647
O 2.5436 7.1385 -0.5371
C 2.2162 5.9778 0.1244
C 1.8025 4.7867 -0.4061
H 1.4292 3.1228 2.5314
H 2.1988 5.3323 3.4597
H 3.9767 8.3450 0.3226
H 2.2776 8.9468 0.4127
H 1.6808 4.6240 -1.4666
S 0.9161 -6.7259 -2.5347
C 1.3141 -5.6171 -1.3644
S 0.9046 -3.9311 -1.4987
C 1.5991 -3.6283 0.0752
N 2.0926 -4.6870 0.6306
N 1.9317 -5.7921 -0.1722
C 2.3969 -7.0157 0.3847
C 2.3044 -7.1830 1.7623
C 2.7581 -8.3550 2.3412
C 3.3045 -9.3609 1.5566
C 3.4011 -9.1802 0.1861
C 2.9522 -8.0106 -0.4085
S 1.5781 -2.0767 0.8128
H 1.8875 -6.3891 2.3634
H 2.6811 -8.4807 3.4135
H 3.6560 -10.2772 2.0123
H 3.8324 -9.9539 -0.4357
H 3.0270 -7.8724 -1.4742

Results
highest occupied orbital energy (spin up / spin down): -5.141 / -5.422 eV
energy relative to the best compared isomer or geometry (same formula, charge and spin): 66.6 kJ/mol
multiplicity: 5
LUMO energy (spin up / spin down): 2.3 / 0.3 eV
charge: -1

***

One molecule with the formula C18H11BrF3N5O2 in a non-equilibrium geometry, computed with ωB97M-V/def2-TZVPD.

Atoms and positions in Å:
O -0.0929 -3.2624 -2.7561
C -0.2022 -2.4271 -1.8898
N 0.2745 -1.2021 -1.8615
N -0.2186 -0.0851 -1.5460
C 0.5618 0.8723 -1.0206
C 0.0015 2.1030 -0.6429
N 0.9215 2.8548 -0.0183
C 2.1205 2.1613 0.0434
C 3.3317 2.5316 0.5968
C 4.3796 1.6334 0.5032
C 4.2052 0.4102 -0.1389
C 3.0014 0.0249 -0.7001
C 1.9424 0.9140 -0.5911
H 2.8885 -0.9256 -1.1960
Br 5.6886 -0.7702 -0.2520
H 5.3413 1.8779 0.9257
H 3.4615 3.4829 1.0876
H 0.7441 3.7639 0.3780
O -1.2314 2.5493 -0.8337
H -1.7595 1.8571 -1.2602
C -0.7499 -2.8711 -0.4677
N -1.1160 -1.7730 0.3622
C -0.3747 -1.1265 1.3134
N -0.9149 -0.0276 1.7591
C -2.0894 0.1038 1.0695
C -3.0670 1.0934 1.1358
C -4.1461 0.9747 0.2876
C -4.2654 -0.0944 -0.6076
C -3.3132 -1.0892 -0.6838
C -2.2240 -0.9780 0.1687
H -3.4101 -1.9096 -1.3770
H -5.1300 -0.1424 -1.2517
H -4.9251 1.7212 0.3120
H -2.9705 1.9107 1.8307
C 0.9105 -1.6535 1.8579
F 1.7589 -2.0713 0.9020
F 0.7150 -2.7179 2.6594
F 1.5610 -0.7358 2.5707
H -1.6260 -3.4905 -0.6718
H 0.0174 -3.4871 0.0026

Results
SMILES: O=C(Cn1c(C(F)(F)F)nc2ccccc21)/N=N/c1c(O)[nH]c2ccc(Br)cc12
highest occupied orbital energy: -8.575 eV
multiplicity: 1
LUMO energy: -0.6 eV

***

C18H11Cl2NiO4 as an isolated structure in a non-equilibrium geometry, computed with ωB97M-V/def2-TZVPD.

Atoms and positions in Å:
Ni -0.0107 0.2456 -0.3722
Cl 6.3857 3.5148 0.7839
C 4.9643 2.6173 0.1664
C 5.2063 1.3555 -0.3715
C 4.1321 0.6099 -0.7920
Cl 4.5523 -0.8767 -1.6081
C 2.7896 0.9439 -0.6465
O 1.8650 0.1342 -0.9798
C 2.6118 2.2850 -0.1086
C 1.3407 2.8091 0.0633
O 0.2991 2.1940 -0.0231
C 3.7060 3.0851 0.2342
H 6.1464 0.8582 -0.2808
H 1.2608 3.7721 0.4565
H 3.3744 4.0088 0.6806
C -3.6536 -3.7659 -0.1319
C -2.2721 -3.5882 -0.4487
C -1.7250 -2.3535 -0.5955
C -2.4725 -1.1737 -0.3523
C -1.8917 0.1218 -0.4971
C -2.5977 1.2734 -0.2549
C -3.8899 1.0953 0.2365
C -4.5096 -0.1292 0.3589
C -3.8246 -1.3493 0.0058
C -4.4198 -2.6412 -0.0109
H -4.0677 -4.8200 -0.0003
H -1.6417 -4.4469 -0.6833
H -0.6705 -2.2255 -0.7321
H -2.0733 2.2626 -0.3566
H -4.3454 1.9847 0.4611
H -5.5133 -0.1551 0.6258
H -5.4500 -2.6999 0.2751
O 2.2944 -0.9131 2.1743
C 1.6147 -1.2757 1.2606
O 0.3683 -0.9269 1.0511
H 2.1174 -1.8308 0.4124

Results
highest occupied orbital energy (spin up / spin down): -4.880 / -4.769 eV
energy relative to the best compared isomer or geometry (same formula, charge and spin): 81.6 kJ/mol
multiplicity: 3
LUMO energy (spin up / spin down): 2.2 / 2.2 eV
charge: -1

***

C18H12AgBrN4O2 as an isolated structure in a non-equilibrium geometry, computed with ωB97M-V/def2-TZVPD.

Atoms and positions in Å:
Ag 21.1117 3.5127 6.2836
Br 22.9286 3.9231 3.0301
C 23.9945 3.6268 4.5807
C 25.3786 3.7264 4.4103
C 26.0927 3.5030 5.5852
C 25.4237 3.3418 6.7813
C 24.0468 3.3778 6.8187
N 23.3269 3.5808 5.6919
C 23.3602 3.2490 8.2079
O 24.2027 3.3297 9.1116
O 22.0969 3.0682 8.2125
H 25.9472 3.8794 3.5102
H 27.1477 3.5078 5.5352
H 26.0424 3.3347 7.6907
N 13.7517 2.9185 7.1620
C 12.3904 3.2818 6.7815
C 11.1657 3.2172 7.4016
C 10.0382 3.5170 6.6494
C 10.2060 3.8284 5.2695
C 11.4471 3.8881 4.6561
C 12.5815 3.6647 5.4572
N 13.9151 3.7194 5.0840
C 14.6197 3.3502 6.1319
C 16.1001 3.3910 6.2596
C 16.8275 3.1564 7.4011
C 18.2129 3.1087 7.2679
N 18.8896 3.3426 6.1659
C 18.1724 3.6461 5.0379
C 16.7711 3.7270 5.0812
H 13.9832 2.7409 8.0485
H 11.1954 3.0139 8.4232
H 8.9915 3.5798 7.0684
H 9.3159 4.1458 4.6296
H 11.4700 4.0978 3.6035
H 16.4616 2.8814 8.4103
H 18.8982 2.9763 8.0898
H 18.5948 3.8724 4.0854
H 16.2688 4.0224 4.1562

Results
highest occupied orbital energy: -8.685 eV
multiplicity: 1
LUMO energy: -0.8 eV

***

C18H12BF9N2O4S5SbTc as an isolated structure, computed with ωB97M-V/def2-TZVPD.

Atoms and positions in Å:
Tc 1.3790 0.4949 0.5479
O -0.6350 -0.3288 2.8578
S -1.5916 0.1824 1.7383
O -2.2426 1.3979 2.0776
N -0.6593 0.1647 0.4681
C -1.2167 0.2965 -0.8551
C -2.5407 0.3287 -1.1980
C -2.9280 0.4655 -2.5488
C -2.0034 0.5847 -3.5398
C -0.6308 0.5858 -3.2132
C 0.3951 0.7841 -4.1647
C 1.6979 0.8398 -3.7727
C 2.0111 0.6805 -2.4175
N 1.0770 0.4670 -1.5107
C -0.2504 0.4292 -1.8766
C -2.7332 -1.1153 1.6257
C -3.9851 -0.9186 2.2002
C -4.9088 -1.9431 2.1000
C -4.5727 -3.1179 1.4316
C -3.3167 -3.2861 0.8629
C -2.3735 -2.2776 0.9580
H -3.3128 0.2950 -0.4425
H -3.9838 0.4924 -2.7856
H -2.3033 0.7062 -4.5742
H 0.1265 0.9084 -5.2084
H 2.4979 1.0175 -4.4769
H 3.0306 0.7230 -2.0606
H -4.2159 0.0113 2.7052
H -5.8906 -1.8245 2.5394
H -5.3025 -3.9149 1.3572
H -3.0601 -4.2087 0.3575
H -1.3877 -2.3929 0.5286
S 3.5461 -2.9890 3.9445
Sb 1.7017 -2.5133 2.8096
S 1.0401 0.0479 2.8811
S 1.5984 -1.7640 0.4270
S -0.1785 -3.6676 3.1398
F 1.0455 3.2698 -1.7471
B 0.0651 3.4709 -0.7719
F -1.1994 3.1242 -1.2299
F 0.1213 4.6994 -0.1713
F 0.3960 2.4599 0.3389
F 6.4537 0.6323 0.6197
C 5.6437 -0.3664 0.2483
F 6.1737 -1.5148 0.6463
F 5.5785 -0.3720 -1.0902
C 4.2575 -0.1561 0.8946
O 4.0601 -0.5675 2.0149
O 3.4199 0.4581 0.1235
F 2.7597 2.7572 0.6658
C 2.4211 2.0366 1.7411
F 1.6466 2.7734 2.5242
H 3.2799 1.6534 2.2801

Results
highest occupied orbital energy (spin up / spin down): -8.679 / -8.676 eV
energy relative to the best compared isomer or geometry (same formula, charge and spin): 113.8 kJ/mol
multiplicity: 1
LUMO energy (spin up / spin down): -3.6 / -3.6 eV

***

One molecule with the formula C18H12FN5O2S in a non-equilibrium geometry, computed with ωB97M-V/def2-TZVPD.

Atoms and positions in Å:
O -3.7601 -4.0871 -0.5837
F -4.0952 2.1203 0.9739
N 4.6580 2.8013 1.8882
N 3.8741 3.7214 1.2254
N 2.5060 0.5936 0.2471
O -0.5181 -4.2052 -2.3095
S 1.7045 3.5828 -0.5159
C -2.6489 -3.8069 -1.0007
C 4.2520 1.5968 1.6021
C 2.9989 3.0336 0.5227
C 1.3622 0.7474 -0.3734
C -0.9644 2.2234 2.8629
C -2.3161 2.2723 2.5523
C 1.1059 -2.5098 -2.2126
C 1.6360 -1.3147 -1.7298
C -0.4477 -0.9989 -0.4734
C -0.0239 2.1798 1.8473
C -1.7685 2.0891 0.2168
C -2.7614 2.1293 1.2346
C -0.1533 -2.9858 -1.8059
C 0.8223 -0.5335 -0.9062
C -0.9329 -2.1970 -0.9269
C -0.3926 2.1147 0.5167
N 3.1975 1.6665 0.7239
N -2.1417 -2.6462 -0.4929
C -1.9410 -4.5079 -2.1645
C 0.6668 2.0479 -0.5278
H 4.6328 0.6620 2.0010
H -0.6080 2.2190 3.9138
H -3.0960 2.3904 3.3220
H 1.6892 -3.1960 -2.8237
H 2.6518 -0.9871 -2.0469
H -1.0091 -0.4364 0.2578
H 1.0155 2.1430 2.1115
H -2.0781 1.8948 -0.8085
H -2.7040 -2.1752 0.2102
H -2.4620 -4.1458 -3.0406
H -2.0696 -5.5695 -2.0180
H 0.1190 2.0735 -1.4694

Results
SMILES: O=C1COc2ccc(C3=Nn4cnnc4S[C@@H]3c3cccc(F)c3)cc2N1
highest occupied orbital energy: -8.740 eV
multiplicity: 1
LUMO energy: -0.3 eV